(1)
C2H23O10Pb | ωB97M-V with the def2-TZVPD basis set

* total charge: +1
* HOMO: -12.9 eV
* F_max: 4.1 eV/A
* HOMO-LUMO gap: 6.14 eV
* energy relative to the best compared isomer or geometry (same formula, charge and spin): 0.971 eV

Each line ends with the natural charge from an NBO analysis.
Geometry (Å):
1 Pb 1.429 -2.438 -2.634  1.684
2 O -3.043 -1.875 -1.504  -0.942
3 O 2.349 0.069 -2.587  -0.995
4 O 0.222 -3.318 1.260  -0.985
5 O 1.026 3.601 0.689  -0.957
6 O 2.682 1.821 2.065  -0.971
7 O -4.052 0.248 0.080  -0.936
8 O -0.137 -1.449 -0.946  -0.977
9 O 3.827 -0.119 0.524  -0.975
10 O -1.920 1.468 -3.707  -0.909
11 O -0.996 -2.669 3.740  -0.943
12 C -0.395 -0.099 -0.593  -0.072
13 C -0.570 0.318 0.863  -0.656
14 H -1.245 -0.407 1.320  0.215
15 H 1.111 4.559 0.754  0.496
16 H 0.286 0.510 -1.205  0.138
17 H -3.505 -0.449 -0.315  0.477
18 H -0.528 -2.544 4.572  0.485
19 H 2.728 0.684 -1.944  0.532
20 H 0.957 3.427 -0.254  0.475
21 H -1.558 -1.891 3.658  0.474
22 H 2.466 1.497 2.946  0.484
23 H 0.415 0.126 1.299  0.217
24 H -0.843 1.352 1.057  0.246
25 H 2.815 0.259 -3.413  0.502
26 H 0.095 -2.685 0.536  0.469
27 H -1.440 1.679 -2.901  0.462
28 H -0.172 -2.892 2.038  0.494
29 H -1.283 0.248 -1.145  0.159
30 H -3.557 0.547 0.848  0.453
31 H -1.456 0.712 -4.076  0.451
32 H 4.373 0.445 -0.032  0.454
33 H -2.161 -1.537 -1.282  0.478
34 H 3.201 0.497 0.957  0.500
35 H 1.894 2.319 1.786  0.503
36 H -3.015 -2.016 -2.454  0.472

---

(2)
C2H24F6NO16S2 | ωB97M-V with the def2-TZVPD basis set

* total charge: -1
* HOMO: -7.9 eV
* F_max: 1.5 eV/A
* HOMO-LUMO gap: 10.04 eV
* energy relative to the best compared isomer or geometry (same formula, charge and spin): 0.000 eV

Each line ends with the natural charge from an NBO analysis.
Geometry (Å):
1 S 0.631 2.144 0.507  2.233
2 S -1.250 0.843 1.761  2.233
3 F 1.568 0.968 -1.655  -0.310
4 F -1.014 -1.708 2.218  -0.335
5 F -0.065 -0.436 3.723  -0.298
6 F -2.222 -0.609 3.646  -0.301
7 F 2.218 3.002 -1.294  -0.293
8 F 3.079 1.380 -0.152  -0.307
9 O 0.260 1.845 -4.386  -0.968
10 O -4.202 -0.882 -1.126  -0.961
11 O -1.318 -4.385 4.331  -0.940
12 O -0.560 3.919 -2.346  -0.972
13 O 5.721 -0.177 0.646  -0.945
14 O -2.266 4.745 1.988  -0.957
15 O -1.360 2.000 2.583  -0.937
16 O -2.401 0.538 0.962  -0.945
17 O 1.238 2.876 1.571  -0.907
18 O 2.489 -0.837 1.855  -0.965
19 O 1.586 -2.002 -2.841  -0.965
20 O -3.302 -2.886 0.941  -0.949
21 O 2.454 0.079 -4.443  -0.991
22 O -0.512 -1.038 -1.223  -1.001
23 O -0.348 -3.675 -0.573  -0.969
24 O -0.400 2.778 -0.243  -0.962
25 N 0.169 0.651 0.953  -1.269
26 C 1.980 1.830 -0.720  0.744
27 C -1.110 -0.579 2.930  0.731
28 H 4.826 0.118 0.441  0.482
29 H -0.126 -0.524 -0.473  0.509
30 H 0.720 -1.677 -2.528  0.508
31 H 2.305 -0.677 -3.831  0.507
32 H -0.527 -3.857 4.177  0.470
33 H -4.348 -1.832 -1.071  0.472
34 H -3.166 4.657 1.664  0.459
35 H 0.126 2.099 -3.467  0.464
36 H -3.978 -2.535 1.531  0.468
37 H 2.764 -0.192 2.516  0.464
38 H -3.583 -0.705 -0.405  0.488
39 H -0.551 3.159 -1.750  0.477
40 H -1.962 3.829 2.095  0.491
41 H -1.166 -0.444 -1.611  0.505
42 H -0.430 -2.700 -0.699  0.496
43 H 1.356 -2.688 -3.477  0.472
44 H 3.232 -0.156 -4.955  0.468
45 H -0.215 -3.806 0.368  0.450
46 H 5.662 -0.491 1.552  0.464
47 H -0.741 4.655 -1.754  0.467
48 H 1.119 1.380 -4.386  0.491
49 H 1.600 -0.525 1.595  0.489
50 H -1.514 -4.786 3.477  0.471
51 H -2.468 -2.683 1.379  0.476

---

(3)
C2H26O12Pd | ωB97M-V with the def2-TZVPD basis set

* HOMO (alpha / beta): -9.8 / -9.4 eV
* F_max: 2.5 eV/A
* HOMO-LUMO gap (alpha / beta): 8.94 / 7.14 eV
* energy relative to the best compared isomer or geometry (same formula, charge and spin): 0.000 eV
* 2S+1: 3
* expectation value of S²: 2.01

Each line ends with the Löwdin spin population.
Geometry (Å):
1 Pd -7.582 12.139 -10.521  1.281
2 O -4.005 12.891 -12.915  0.000
3 O -2.241 10.600 -11.422  0.000
4 O -5.481 15.350 -10.659  -0.002
5 O -6.777 9.292 -7.961  0.001
6 O -5.574 11.417 -10.218  0.212
7 O -7.942 14.098 -9.606  0.348
8 O -6.897 12.959 -12.393  0.064
9 O -3.586 12.058 -5.373  0.000
10 O -1.468 11.249 -7.527  0.000
11 O -2.207 8.496 -7.798  0.000
12 O -4.476 14.392 -6.913  0.001
13 O -5.108 9.407 -12.569  0.001
14 C -7.715 14.621 -8.335  0.034
15 C -4.646 11.649 -9.197  0.021
16 H -8.532 14.387 -7.640  0.001
17 H -3.637 13.766 -12.735  0.000
18 H -5.196 14.160 -7.507  0.000
19 H -3.733 12.351 -12.158  0.000
20 H -2.790 7.914 -7.295  0.000
21 H -1.879 9.802 -11.023  0.000
22 H -3.548 12.786 -6.011  0.000
23 H -6.361 14.952 -10.530  -0.002
24 H -7.547 15.697 -8.399  0.010
25 H -5.976 9.437 -12.983  0.000
26 H -5.078 11.990 -8.247  0.004
27 H -6.531 8.399 -7.698  0.000
28 H -4.404 15.351 -6.980  0.000
29 H -3.091 11.349 -5.793  0.000
30 H -6.861 14.074 -7.911  0.012
31 H -4.869 14.606 -10.599  0.000
32 H -2.661 8.625 -8.639  0.000
33 H -1.486 10.978 -8.450  0.000
34 H -4.075 10.739 -8.975  0.009
35 H -3.140 10.359 -11.679  0.000
36 H -6.004 13.345 -12.494  0.001
37 H -5.139 10.113 -11.897  0.000
38 H -7.481 13.532 -12.909  0.003
39 H -3.857 12.404 -9.335  -0.001
40 H -1.606 10.432 -7.036  0.000
41 H -6.071 9.585 -8.557  0.000

---

(4)
C2H29O15 | ωB97M-V with the def2-TZVPD basis set

* total charge: -1
* HOMO: -7.1 eV
* F_max: 0.9 eV/A
* HOMO-LUMO gap: 9.21 eV
* energy relative to the best compared isomer or geometry (same formula, charge and spin): 1.406 eV

Each line ends with the natural charge from an NBO analysis.
Geometry (Å):
1 O -11.855 19.426 15.029  -0.963
2 O -5.886 22.635 13.275  -0.958
3 O -7.758 22.096 10.224  -0.960
4 O -5.699 17.342 15.441  -0.982
5 O -9.481 22.437 15.276  -0.949
6 O -11.538 19.376 12.207  -0.974
7 O -7.209 17.993 12.873  -0.833
8 O -8.279 15.960 14.723  -0.982
9 O -11.131 16.802 13.934  -0.969
10 O -7.225 20.185 12.369  -0.822
11 O -11.549 22.109 11.365  -0.965
12 O -5.916 20.247 16.116  -0.970
13 O -4.711 20.055 11.009  -0.980
14 O -8.285 15.696 11.139  -0.957
15 O -5.331 16.870 11.090  -0.982
16 C -8.685 19.475 14.060  -0.748
17 C -7.612 19.178 13.011  0.815
18 H -6.141 17.793 14.707  0.490
19 H -8.977 22.082 16.015  0.473
20 H -7.580 21.339 10.807  0.497
21 H -5.537 20.055 11.533  0.491
22 H -9.492 20.046 13.610  0.205
23 H -11.665 22.663 12.144  0.473
24 H -8.135 16.578 13.984  0.497
25 H -12.304 19.578 11.655  0.490
26 H -11.122 21.307 11.697  0.484
27 H -7.876 16.248 11.819  0.487
28 H -8.717 22.128 10.157  0.456
29 H -5.055 22.318 13.637  0.452
30 H -4.403 19.146 11.051  0.464
31 H -10.979 18.798 11.670  0.507
32 H -11.462 17.581 14.417  0.491
33 H -6.031 17.417 11.505  0.504
34 H -12.813 19.521 15.049  0.467
35 H -9.116 21.991 14.503  0.478
36 H -6.370 21.830 13.021  0.497
37 H -11.598 19.578 14.099  0.502
38 H -6.404 16.813 15.836  0.492
39 H -5.508 20.668 15.354  0.466
40 H -9.117 16.246 15.102  0.474
41 H -5.642 19.318 16.066  0.494
42 H -4.662 16.791 11.777  0.459
43 H -9.092 18.549 14.459  0.211
44 H -7.628 15.014 10.976  0.467
45 H -11.684 16.069 14.218  0.465
46 H -8.200 20.025 14.866  0.244

---

(5)
C2H2Ag2Cl6F5V | ωB97M-V with the def2-TZVPD basis set

* total charge: +2
* HOMO (alpha / beta): -17.0 / -16.9 eV
* F_max: 3.1 eV/A
* HOMO-LUMO gap (alpha / beta): 9.08 / 3.25 eV
* 2S+1: 7
* expectation value of S²: 12.02

Each line ends with the Löwdin spin population.
Geometry (Å):
1 Ag 2.874 0.248 1.051  0.569
2 Ag 1.521 -1.577 -1.404  0.565
3 V 2.169 1.608 -1.857  2.915
4 Cl -2.386 0.305 -3.050  0.397
5 Cl 0.431 0.571 3.181  0.018
6 Cl -2.579 -1.411 -0.703  0.058
7 Cl -1.182 -1.896 3.415  0.021
8 Cl -3.806 1.304 -0.866  0.468
9 Cl -2.266 0.505 2.255  0.068
10 F 2.048 -1.938 0.785  0.286
11 F 1.296 -0.054 -3.127  0.148
12 F 3.422 -0.253 -1.179  0.175
13 F 3.000 2.378 0.032  0.261
14 F 0.953 0.512 -0.337  0.064
15 C -0.843 -0.435 2.459  0.005
16 C -2.543 0.239 -1.293  -0.018
17 H -1.641 0.666 -0.856  0.000
18 H -0.466 -0.772 1.494  0.002

---

(6)
C2H2AgCl6F4 | ωB97M-V with the def2-TZVPD basis set

* total charge: -2
* HOMO (alpha / beta): -1.7 / -1.4 eV
* F_max: 2.6 eV/A
* HOMO-LUMO gap (alpha / beta): 6.16 / 5.88 eV
* energy relative to the best compared isomer or geometry (same formula, charge and spin): 0.126 eV
* 2S+1: 2
* expectation value of S²: 0.76

Each line ends with the Löwdin spin population.
Geometry (Å):
1 Ag 0.232 -0.596 0.189  0.526
2 Cl 1.445 2.037 -0.642  -0.005
3 Cl -2.564 -0.817 1.099  0.014
4 Cl 4.001 3.240 0.047  0.000
5 Cl -4.474 -2.794 2.133  0.002
6 Cl 1.818 4.925 -0.999  0.000
7 Cl -3.558 -2.857 -0.686  0.000
8 F 2.380 -1.060 -0.006  0.303
9 F -0.123 -2.771 -0.380  -0.001
10 F 0.269 -0.352 -2.073  0.081
11 F 0.516 0.187 2.170  0.081
12 C 2.587 3.326 -1.037  -0.001
13 C -3.125 -2.480 0.965  0.001
14 H 2.941 3.178 -2.047  0.000
15 H -2.344 -3.165 1.266  0.000

---

(7)
C2H2AgFLiO2 | ωB97M-V with the def2-TZVPD basis set

* total charge: +1
* HOMO: -12.8 eV
* F_max: 2.4 eV/A
* HOMO-LUMO gap: 7.58 eV
* energy relative to the best compared isomer or geometry (same formula, charge and spin): 1.636 eV

Each line ends with the natural charge from an NBO analysis.
Geometry (Å):
1 Ag -0.670 -1.890 -0.601  0.905
2 F 1.809 1.322 -0.299  -0.382
3 O -1.325 0.478 0.158  -0.786
4 O 1.028 -0.798 0.171  -0.882
5 C -0.333 1.117 0.534  0.469
6 C 1.031 0.427 0.543  0.402
7 Li -3.163 0.974 0.152  0.990
8 H -0.391 2.210 0.684  0.165
9 H 1.233 0.741 1.639  0.120

---

(8)
C2H2AgFO | ωB97M-V with the def2-TZVPD basis set

* total charge: +1
* HOMO (alpha / beta): -14.8 / -16.2 eV
* F_max: 6.2 eV/A
* HOMO-LUMO gap (alpha / beta): 8.33 / 9.57 eV
* energy relative to the best compared isomer or geometry (same formula, charge and spin): 0.342 eV
* 2S+1: 2
* expectation value of S²: 0.77

Each line ends with the Löwdin spin population.
Geometry (Å):
1 Ag 1.429 -0.218 0.581  0.029
2 F -1.755 1.039 -0.413  -0.002
3 O -0.019 -0.351 -0.960  0.489
4 C -1.099 -1.085 0.511  0.367
5 C -0.815 0.168 -0.019  0.077
6 H -0.581 -2.046 0.554  0.015
7 H -2.121 -1.271 0.838  0.025

---

Respective electronic energy values: -28161.0698 -74691.6384 -30541.7273 -33261.7821 -124489.2326 -92107.8522 -13114.9965 -10857.8637 eV.